The following is a quantum chemistry calculation of a structure of composition C22H34ClN6O4Pd in a non-equilibrium geometry, from OMol25.

The orbital gap (alpha / beta) comes out at 6.9 / 6.8 eV. The largest force on an atom comes out at 3.15 eV Å⁻¹. For the highest occupied orbital energy (alpha / beta), the calculation gives -4.18 / -4.47 eV.

```
! RIJCOSX wB97M-V def2-TZVPD def2/J DEFGRID3
* xyz -1 3
O -1.36 3.08 0.63
C -0.35 3.11 -0.06
C -0.47 3.09 -1.59
C -0.68 2.04 -2.47
H -0.49 1.00 -2.10
C -1.02 2.28 -3.79
H -1.24 1.45 -4.46
C -1.15 3.61 -4.28
H -1.47 3.80 -5.28
C -0.89 4.66 -3.39
H -0.95 5.70 -3.72
C -0.59 4.42 -2.06
H -0.44 5.20 -1.34
H 0.70 3.52 0.27
C 2.25 2.27 1.24
C 1.58 1.65 0.03
H 2.90 3.11 0.95
H 2.86 1.51 1.74
H 1.51 2.63 1.96
C 2.20 1.51 -1.20
C 3.69 1.72 -1.40
H 1.62 1.55 -2.12
H 3.87 2.59 -2.04
H 4.18 0.86 -1.85
H 4.16 1.91 -0.43
Pd 1.56 -0.30 -0.01
Cl 3.73 -1.29 -0.20
C 1.69 -3.42 0.22
O 1.03 -2.48 0.68
N 1.47 -4.73 0.42
C 0.42 -5.24 1.28
C 2.23 -5.75 -0.29
H 2.56 -3.24 -0.45
H 0.15 -4.48 2.03
H 0.83 -6.13 1.77
H -0.44 -5.56 0.69
H 3.17 -5.30 -0.65
H 1.67 -6.15 -1.14
H 2.45 -6.56 0.41
H -4.82 1.12 -1.39
H -4.61 -1.25 -1.50
C -3.73 1.20 -1.49
C -3.52 -1.27 -1.35
N -3.10 0.03 -0.87
H -3.36 2.10 -0.99
C -2.39 0.16 0.29
O -2.00 -0.77 1.01
H -3.26 -2.05 -0.63
H -2.20 1.25 0.50
H -3.46 1.25 -2.54
H -3.03 -1.50 -2.30
H 0.47 -0.81 5.76
H -1.83 0.63 5.40
C 0.91 -0.01 5.15
C -1.20 1.28 4.77
N -0.07 0.53 4.23
H 1.77 -0.39 4.59
C 0.05 0.32 2.90
O 0.97 -0.35 2.41
H -1.79 1.67 3.94
H -0.74 0.82 2.31
H 1.23 0.79 5.84
H -0.83 2.12 5.39
N 0.43 -0.83 -1.68
C -0.19 -1.81 -1.90
N -0.96 -2.73 -2.31
C -0.84 -3.99 -1.93
N -0.81 -5.12 -1.64
*
```



The following is a quantum chemistry calculation of a cluster of 8 separate species, C32H80O16 in total in a non-equilibrium geometry, from OMol25.

The orbital gap comes out at 9.7 eV. The largest force on an atom comes out at 4.09 eV Å⁻¹. For the highest occupied orbital energy, the calculation gives -9.28 eV. Its SMILES is COCCOC.COCCOC.COCCOC.COCCOC.COCCOC.COCCOC.COCCOC.COCCOC. The energy above the lowest of the compared OMol25 structures with the same formula, charge and spin comes out at 6.2171 eV.

```
! RIJCOSX wB97M-V def2-TZVPD def2/J DEFGRID3
* xyz 0 1
C -18.82 -17.29 -23.14
O -18.12 -18.14 -22.25
C -18.56 -19.42 -21.99
C -19.75 -19.36 -21.02
O -19.87 -20.31 -19.96
C -19.14 -20.10 -18.78
H -18.37 -16.30 -23.01
H -19.87 -17.33 -22.85
H -18.47 -17.44 -24.16
H -17.70 -19.84 -21.48
H -18.66 -20.15 -22.80
H -20.63 -19.50 -21.64
H -19.80 -18.36 -20.57
H -18.93 -20.97 -18.14
H -19.64 -19.48 -18.04
H -18.27 -19.47 -18.94
C -16.77 -21.32 -27.23
O -16.12 -20.03 -26.95
C -15.78 -19.20 -28.12
C -15.28 -17.76 -27.83
O -15.18 -16.99 -29.00
C -16.44 -16.53 -29.54
H -17.06 -21.84 -26.32
H -16.06 -21.94 -27.78
H -17.67 -21.01 -27.75
H -16.61 -19.10 -28.83
H -14.95 -19.60 -28.70
H -14.35 -17.87 -27.27
H -16.00 -17.34 -27.13
H -16.91 -17.11 -30.33
H -16.22 -15.51 -29.86
H -17.29 -16.37 -28.88
C -17.53 -14.18 -24.92
O -16.89 -13.90 -26.17
C -15.53 -14.31 -26.29
C -14.48 -13.51 -25.48
O -14.26 -12.13 -25.98
C -13.80 -11.22 -25.06
H -17.13 -15.11 -24.53
H -18.60 -14.33 -24.85
H -17.23 -13.40 -24.22
H -15.33 -14.12 -27.35
H -15.49 -15.38 -26.11
H -13.47 -13.91 -25.41
H -14.85 -13.45 -24.46
H -12.98 -11.69 -24.52
H -14.58 -10.98 -24.34
H -13.54 -10.22 -25.40
C -8.90 -23.16 -15.30
O -10.13 -22.62 -15.88
C -10.62 -23.48 -16.99
C -10.07 -22.79 -18.32
O -10.88 -23.35 -19.35
C -10.24 -23.23 -20.56
H -8.14 -23.33 -16.06
H -9.03 -23.91 -14.52
H -8.30 -22.39 -14.82
H -11.70 -23.65 -16.98
H -10.09 -24.43 -16.88
H -8.99 -22.96 -18.35
H -10.12 -21.71 -18.22
H -11.00 -23.23 -21.34
H -9.60 -24.09 -20.76
H -9.71 -22.29 -20.73
C -12.48 -22.03 -26.48
O -12.08 -23.38 -26.62
C -12.26 -23.78 -27.95
C -11.81 -22.75 -29.09
O -11.33 -23.42 -30.26
C -12.39 -24.27 -30.79
H -13.55 -21.92 -26.62
H -11.85 -21.39 -27.09
H -12.26 -21.72 -25.45
H -13.25 -24.22 -28.05
H -11.50 -24.56 -27.91
H -10.92 -22.23 -28.74
H -12.51 -21.92 -29.18
H -13.22 -23.60 -30.99
H -12.73 -25.01 -30.06
H -12.06 -24.69 -31.74
C -15.38 -17.95 -24.33
O -13.88 -18.15 -24.24
C -13.70 -19.58 -24.23
C -14.47 -20.47 -23.15
O -14.16 -20.00 -21.83
C -12.86 -20.31 -21.39
H -15.73 -18.50 -25.20
H -15.49 -16.87 -24.32
H -15.81 -18.35 -23.42
H -12.64 -19.83 -24.15
H -13.81 -20.06 -25.20
H -14.41 -21.54 -23.33
H -15.55 -20.32 -23.15
H -12.52 -19.93 -20.43
H -12.09 -20.01 -22.11
H -12.91 -21.38 -21.20
C -11.75 -13.35 -21.96
O -12.49 -14.45 -22.44
C -11.68 -15.65 -22.64
C -10.56 -15.74 -23.69
O -9.34 -15.24 -23.14
C -8.27 -15.03 -24.08
H -11.32 -12.70 -22.71
H -11.03 -13.70 -21.22
H -12.46 -12.66 -21.50
H -12.33 -16.52 -22.67
H -11.30 -15.88 -21.64
H -10.68 -15.02 -24.50
H -10.47 -16.66 -24.26
H -7.36 -14.77 -23.55
H -8.56 -14.20 -24.73
H -8.08 -15.98 -24.59
C -15.85 -15.15 -17.92
O -15.86 -14.64 -19.18
C -15.91 -15.58 -20.29
C -15.76 -15.09 -21.73
O -16.91 -14.20 -22.00
C -16.70 -12.81 -21.54
H -15.04 -15.84 -17.69
H -16.74 -15.78 -17.88
H -16.01 -14.28 -17.28
H -16.77 -16.25 -20.24
H -15.10 -16.28 -20.07
H -15.88 -15.92 -22.44
H -14.82 -14.59 -21.93
H -15.68 -12.45 -21.67
H -16.73 -12.80 -20.45
H -17.52 -12.15 -21.82
*
```



The following is a quantum chemistry calculation of a cluster of 2 separate species, C3H5P in total in a non-equilibrium geometry, from OMol25.

The orbital gap (alpha / beta) comes out at 7.6 / 7.6 eV. The largest force on an atom comes out at 2.96 eV Å⁻¹. For the highest occupied orbital energy (alpha / beta), the calculation gives -7.20 / -7.20 eV. The energy above the lowest of the compared OMol25 structures with the same formula, charge and spin comes out at 3.7416 eV.

```
! RIJCOSX wB97M-V def2-TZVPD def2/J DEFGRID3
* xyz 0 1
C -1.13 0.20 1.02
C -1.35 0.31 -0.28
C -0.40 -0.70 0.14
P 2.23 -0.07 0.03
H -1.73 0.59 1.90
H -1.89 0.65 -1.14
H -0.31 -1.79 0.22
H 2.33 1.20 -0.54
H 2.23 -0.39 -1.35
*
```